Entry 1:
This record from OMol25 describes BrH2NOS in the gas phase in a non-equilibrium geometry. The level of theory is ωB97M-V/def2-TZVPD.

Element x y z (Å)
N (-0.410, 0.298, -0.836)
O (0.458, 0.511, 2.078)
S (0.857, 0.281, 0.314)
Br (0.901, -1.892, 0.209)
H (-1.064, -0.420, -0.599)
H (-0.742, 1.221, -1.166)

Cartesian forces, eV/Å:
1.2 1.1 0.7
1.1 -0.7 -7.0
-2.0 0.9 5.7
0.4 -0.5 0.1
-0.9 0.1 -0.1
0.2 -0.9 0.7

DFT total energy = -3103.295386 a.u.
charge = 0
highest occupied orbital energy = -9.7718 eV
LUMO level = -0.0321 hartree
relative energy (zero: lowest compared OMol25 entry of this formula, charge and spin) = 47.9 kcal per mole

Entry 2:
This record from OMol25 describes a molecular structure, C39H63N10OOsP in a non-equilibrium geometry. The level of theory is ωB97M-V/def2-TZVPD.

Element x y z (Å)
Os (11.113, 13.728, 8.821)
C (15.702, 14.568, 5.764)
N (14.662, 15.225, 6.516)
C (14.579, 16.650, 6.388)
C (13.978, 14.491, 7.477)
N (12.630, 14.444, 7.461)
C (12.000, 15.138, 6.303)
C (10.488, 15.063, 6.237)
N (9.837, 14.990, 7.543)
C (9.691, 16.329, 8.199)
C (10.961, 16.868, 8.782)
N (11.656, 15.974, 9.714)
C (12.483, 16.603, 10.568)
N (13.196, 15.859, 11.441)
C (12.883, 14.461, 11.649)
C (14.330, 16.345, 12.230)
N (12.568, 17.981, 10.714)
C (12.193, 18.576, 11.979)
C (13.082, 18.921, 9.748)
C (8.436, 14.445, 7.348)
C (8.276, 13.042, 7.905)
N (9.124, 12.893, 9.125)
C (8.615, 12.523, 10.295)
N (9.249, 12.947, 11.457)
C (9.405, 14.361, 11.787)
C (9.872, 12.013, 12.382)
N (7.493, 11.792, 10.410)
C (6.669, 11.762, 11.621)
C (6.948, 10.924, 9.371)
N (14.766, 13.864, 8.395)
C (14.533, 12.559, 8.979)
C (16.096, 14.341, 8.745)
H (15.533, 14.710, 4.691)
H (15.717, 13.488, 6.004)
H (16.695, 15.016, 6.002)
H (15.585, 17.127, 6.456)
H (13.922, 17.084, 7.157)
H (14.172, 16.929, 5.401)
H (12.340, 14.681, 5.364)
H (12.292, 16.198, 6.271)
H (10.198, 14.133, 5.717)
H (10.132, 15.922, 5.623)
H (8.987, 16.204, 9.030)
H (9.275, 17.060, 7.487)
H (10.671, 17.801, 9.293)
H (11.654, 17.149, 7.978)
H (12.234, 14.118, 10.819)
H (12.380, 14.300, 12.621)
H (13.794, 13.845, 11.626)
H (14.705, 17.298, 11.838)
H (15.147, 15.605, 12.213)
H (14.025, 16.502, 13.280)
H (11.787, 17.815, 12.664)
H (11.405, 19.343, 11.813)
H (13.061, 19.067, 12.446)
H (13.442, 18.401, 8.837)
H (13.901, 19.506, 10.209)
H (12.297, 19.636, 9.460)
H (8.120, 14.505, 6.295)
H (7.732, 15.103, 7.916)
H (8.554, 12.257, 7.180)
H (7.217, 12.868, 8.156)
H (10.250, 14.791, 11.247)
H (9.604, 14.426, 12.874)
H (8.464, 14.888, 11.555)
H (10.935, 11.877, 12.150)
H (9.396, 11.008, 12.343)
H (9.782, 12.419, 13.403)
H (6.827, 10.860, 12.235)
H (5.594, 11.789, 11.355)
H (6.905, 12.639, 12.216)
H (7.723, 10.649, 8.637)
H (6.081, 11.376, 8.861)
H (6.583, 10.011, 9.865)
H (13.520, 12.161, 8.767)
H (14.632, 12.673, 10.080)
H (15.306, 11.839, 8.653)
H (16.229, 15.373, 8.398)
H (16.888, 13.709, 8.295)
H (16.231, 14.318, 9.835)
O (11.469, 11.439, 8.706)
P (11.986, 10.010, 8.681)
C (10.740, 8.849, 8.077)
C (9.658, 8.542, 8.926)
C (8.600, 7.738, 8.465)
C (8.638, 7.209, 7.162)
C (9.711, 7.523, 6.317)
C (10.743, 8.367, 6.743)
C (12.434, 9.415, 10.300)
C (12.873, 10.354, 11.271)
C (13.288, 9.888, 12.540)
C (13.300, 8.526, 12.824)
C (12.854, 7.604, 11.860)
C (12.405, 8.037, 10.603)
C (13.385, 9.739, 7.583)
C (14.383, 8.778, 7.849)
C (15.428, 8.610, 6.941)
C (15.490, 9.377, 5.779)
C (14.516, 10.371, 5.526)
C (13.445, 10.538, 6.420)
H (9.617, 8.966, 9.931)
H (7.740, 7.543, 9.124)
H (7.860, 6.517, 6.828)
H (9.769, 7.063, 5.323)
H (11.546, 8.602, 6.041)
H (12.891, 11.424, 11.036)
H (13.643, 10.587, 13.293)
H (13.641, 8.182, 13.814)
H (12.839, 6.533, 12.085)
H (12.049, 7.284, 9.864)
H (14.374, 8.170, 8.771)
H (16.216, 7.885, 7.169)
H (16.289, 9.218, 5.046)
H (14.595, 10.982, 4.620)
H (12.658, 11.271, 6.188)

Cartesian forces, eV/Å:
-0.9 0.4 -2.1
1.3 -0.2 0.1
-0.9 -1.0 1.2
-0.2 1.2 -0.6
0.5 0.5 -0.2
-0.3 -0.5 0.7
0.5 0.3 -0.5
0.4 -0.6 -0.9
-0.5 0.2 0.7
-0.1 -0.1 0.6
0.7 0.8 0.1
-0.1 0.4 -0.3
-0.5 -0.3 -0.1
0.1 -0.5 0.0
0.0 -0.3 0.0
0.0 0.5 0.4
-0.1 -1.2 -0.2
-0.2 0.3 0.7
0.1 0.2 -0.8
-1.0 0.5 0.8
0.3 -0.8 0.2
0.6 1.2 0.1
-0.3 0.0 0.2
0.0 -0.7 0.1
-0.2 0.0 -0.1
-0.8 -0.5 0.1
0.1 -0.2 0.1
-0.2 0.2 0.5
0.0 -0.5 -0.5
-0.8 -0.4 -0.4
-0.7 -0.3 0.8
0.7 0.5 -0.6
-0.1 -0.1 0.1
0.0 0.6 -0.3
-0.5 -0.4 -0.2
-0.6 -0.4 0.1
0.4 -0.2 -0.2
0.1 0.0 0.3
0.2 0.2 0.2
-0.1 -0.5 0.1
0.1 0.4 0.1
0.0 -0.5 0.5
0.0 0.0 -0.3
0.0 -0.3 0.1
0.2 -0.2 -0.2
-0.2 0.1 0.1
0.3 0.0 0.7
0.1 0.0 -0.4
-0.1 0.3 0.1
-0.2 -0.3 0.0
-0.4 0.3 -0.1
0.2 -0.1 -0.4
0.2 0.3 -0.2
0.5 -0.4 0.1
-0.3 -0.1 0.0
-0.1 0.4 0.6
-0.2 -0.3 -0.4
0.2 -0.1 -0.1
0.4 0.0 0.3
0.7 -0.5 -0.5
0.0 0.4 0.1
0.5 0.3 -0.2
-0.2 0.4 0.2
-0.2 0.1 -0.6
0.5 0.0 0.1
0.1 0.0 0.0
0.2 0.7 0.0
0.1 -0.4 -0.3
0.1 0.2 -0.4
0.6 0.1 0.0
-0.1 0.0 0.1
-0.4 0.1 0.3
0.3 -0.1 0.2
0.2 0.2 -0.2
0.8 0.5 -0.1
0.0 -0.2 -0.5
-0.4 0.3 0.0
0.0 -0.3 0.2
-0.4 0.3 0.2
-0.2 0.0 -0.2
0.4 0.9 0.6
-0.8 -1.0 -2.2
-0.4 0.2 -0.2
-0.5 -0.3 -0.6
0.2 0.2 0.0
0.3 0.1 0.5
0.1 -0.1 0.0
-0.2 -0.2 0.5
0.1 -0.8 0.7
-0.4 -0.6 -0.8
0.5 -1.1 1.1
0.2 0.9 0.7
0.3 -0.6 1.3
-0.5 1.4 -1.9
0.4 0.4 0.1
-0.2 0.3 0.1
0.2 -0.2 0.1
-0.3 0.5 -0.2
-0.1 -0.5 0.3
0.5 -0.2 -0.2
0.0 -0.2 -0.1
0.5 0.0 -0.4
0.2 0.4 0.1
-0.1 0.3 0.4
-0.2 -0.1 0.4
0.0 -0.5 0.0
-0.1 -0.1 -0.1
-0.2 0.1 -0.6
0.1 0.3 0.0
0.3 0.8 0.6
0.0 0.4 -0.6
-0.4 0.2 -0.2
-0.3 0.1 0.4
-0.1 -0.3 0.4
0.4 -0.3 0.2

DFT total energy = -2577.198148 a.u.
charge = +4
highest occupied orbital energy (alpha / beta) = -17.7467 / -17.8168 eV
spin multiplicity = 5
LUMO level (alpha / beta) = -0.3955 / -0.5485 hartree
⟨S²⟩ = 6.03